1.
This record from OMol25 describes a molecular structure, C10H14AsF6K3N3O5. The level of theory is ωB97M-V/def2-TZVPD.

Properties
Frontier orbital gap (eV): 7.11

ORCA input file:
```
! wB97M-V def2-TZVPD RIJCOSX def2/J DEFGRID3
* xyz 1 1
K 3.0290 3.2953 -2.3217
K -0.6244 2.3820 2.6322
K 2.6928 -2.5418 -0.2275
As -1.5298 4.9896 -0.6827
F -3.3714 5.3944 -0.5112
F -1.0918 6.6219 -0.0132
F 0.2282 4.7842 -0.9020
F -1.7793 3.3223 -1.2559
F -1.6005 5.5104 -2.3923
F -1.4317 4.3132 1.0225
O 0.3088 1.8152 0.2069
C 1.1088 0.8316 -0.2596
O 1.5041 0.9916 -1.4333
O 1.4960 -0.0837 0.4275
H 0.2562 2.0357 -0.7260
C -2.3151 -0.4401 -0.8120
N -3.0550 0.2540 0.2363
O -2.4704 0.6622 1.2316
O -4.2505 0.4684 -0.0321
H -1.4845 -0.9425 -0.3163
H -1.9816 0.2898 -1.5497
H -3.0299 -1.1652 -1.2011
N 2.5763 -4.1355 -3.5372
C 2.8881 -2.8373 -3.5033
C 1.7446 -2.2431 -3.0373
C 0.7825 -3.1528 -2.6844
C 1.2941 -4.3110 -3.1458
H 3.0981 -4.8669 -3.9986
H 3.8587 -2.5027 -3.8387
H 1.6448 -1.1732 -2.9288
H -0.2381 -3.0570 -2.3444
H 0.9502 -5.3342 -3.1805
N 0.6193 -0.8713 3.0686
C -0.6326 -1.3324 3.3336
C -0.9492 -1.1571 4.6750
C 0.1873 -0.6822 5.2782
C 1.1785 -0.5566 4.2474
H 1.0372 -0.9128 2.1500
H -1.2653 -1.6898 2.5346
H -1.8675 -1.3989 5.1896
H 0.2639 -0.2892 6.2813
H 2.2212 -0.2847 4.3201
*
```

---

2.
This record from OMol25 describes a molecular structure, C10H14AsO11SScSe. The level of theory is ωB97M-V/def2-TZVPD.

Properties
Frontier orbital gap (eV): 8.68
Energy above the lowest of the compared OMol25 structures with the same formula, charge and spin (kcal per mole): 0.0

ORCA input file:
```
! wB97M-V def2-TZVPD RIJCOSX def2/J DEFGRID3
* xyz -2 1
Sc 0.0937 0.4937 -0.0933
O -1.4289 -0.2401 4.0318
As 0.0473 -0.3848 3.1154
O 1.3290 -0.3441 4.1114
O -0.0774 0.7929 1.8738
C -0.1424 -2.1030 2.2182
C 0.8638 -2.9882 2.5836
C 0.9258 -4.2658 2.0421
C -0.0203 -4.6639 1.1188
C -1.0246 -3.7871 0.7297
C -1.0911 -2.5120 1.2658
S -2.4186 -1.4721 0.6569
O -3.3332 -2.3204 -0.0627
O -2.9583 -0.8001 1.8258
O -1.7545 -0.5054 -0.2630
H -2.1714 -0.2979 3.3990
H 1.6239 -2.6416 3.2722
H 1.7295 -4.9338 2.3275
H 0.0288 -5.6529 0.6777
H -1.7629 -4.0795 -0.0038
O 3.4877 -1.0033 -1.8591
Se 2.5642 -0.8146 -0.5424
O 3.0757 -1.5305 0.8231
O 2.1892 0.8107 -0.2558
O 0.9524 -1.2708 -0.8367
C 1.1199 3.8105 -1.5970
C -0.1363 3.0433 -2.0118
C -1.3155 4.0088 -2.1451
C 0.1047 2.3418 -3.3504
O -0.4450 2.0986 -1.0396
H 1.3698 4.5901 -2.3260
H 1.9654 3.1289 -1.4948
H 0.9572 4.2797 -0.6239
H -1.1276 4.7749 -2.9057
H -1.5010 4.5046 -1.1900
H -2.2163 3.4551 -2.4184
H 0.4278 3.0475 -4.1241
H -0.8107 1.8494 -3.6872
H 0.8805 1.5813 -3.2421
*
```

---

3.
This record from OMol25 describes a molecular structure, C10H14BCeN7O3. The level of theory is ωB97M-V/def2-TZVPD.

Properties
Frontier orbital gap (spin up / spin down) (eV): 5.57 / 5.57
Energy above the lowest of the compared OMol25 structures with the same formula, charge and spin (kcal per mole): 0.0

ORCA input file:
```
! wB97M-V def2-TZVPD RIJCOSX def2/J DEFGRID3
* xyz 2 1
H -0.0840 3.0031 2.0267
N 0.1453 1.7418 0.3387
B 0.8145 0.8233 -1.9784
N 0.5970 1.9879 -0.9650
C 0.7848 3.3023 -1.1393
Ce -0.5174 -0.4073 1.1672
H 1.1215 3.6486 -2.1099
C 0.5169 3.9659 0.0621
H 0.6062 5.0231 0.2487
C 0.1440 2.9535 0.9709
H 1.3252 1.2279 -2.9806
C -2.0660 -2.7404 2.7239
H -2.3593 -3.0913 3.7198
H -1.0306 -3.0657 2.5424
H -2.7415 -3.1865 1.9848
N -0.6050 0.2466 -2.2021
N 1.6487 -0.3396 -1.3640
N -1.3463 -0.2571 -1.1397
N 1.4058 -0.8792 -0.0895
C -1.3046 0.1632 -3.3347
C 2.6925 -0.9699 -1.9116
H -0.8442 0.5263 -4.2462
H 2.9898 -0.6763 -2.9063
C -2.5417 -0.4089 -3.0442
C 3.2089 -1.8892 -1.0033
C -2.5364 -0.6565 -1.6611
C 2.4018 -1.7869 0.1371
H -3.3238 -0.6171 -3.7414
H 4.0626 -2.5249 -1.1534
H -3.2821 -1.0927 -1.0168
H 2.4894 -2.2725 1.0982
H -2.1654 -1.6340 2.7318
O -0.0229 -1.1024 5.2353
N -0.0358 -0.0228 4.6891
O 0.0413 1.0940 5.1426
O -0.1891 -0.0863 3.1681
*
```

---

4.
This record from OMol25 describes a molecular structure, C10H14BFN6W. The level of theory is ωB97M-V/def2-TZVPD.

Properties
Frontier orbital gap (spin up / spin down) (eV): 6.49 / 5.13

ORCA input file:
```
! wB97M-V def2-TZVPD RIJCOSX def2/J DEFGRID3
* xyz 4 3
C 3.2602 0.3009 -0.2136
N 1.9748 0.3694 -0.5945
N 1.9297 0.1241 -1.9522
C 3.1969 -0.0695 -2.4038
C 4.0788 0.0307 -1.3290
B 0.5952 0.1752 -2.8052
N -0.4651 -0.9695 -2.5285
N -1.1842 -1.0733 -1.3547
C -2.0241 -2.1123 -1.4853
C -1.8794 -2.6902 -2.7629
C -0.8878 -1.9350 -3.3869
W 0.0000 0.0000 0.0000
N -0.0958 1.5253 -2.4963
N -0.4944 1.7236 -1.2161
C -1.0642 2.9380 -1.1532
C -1.0336 3.5426 -2.4276
C -0.4077 2.6077 -3.2540
H -1.4611 3.3092 -0.2081
H -0.1635 2.6324 -4.3154
H -1.4141 4.5237 -2.7084
H 0.9089 0.1035 -3.9729
H -0.4549 -2.0079 -4.3840
H 3.3778 -0.2575 -3.4615
H -2.4293 -3.5337 -3.1784
H 5.1635 -0.0661 -1.3511
H -2.6846 -2.3813 -0.6613
H 3.5236 0.4538 0.8328
H -1.7623 -0.6796 1.7725
C -1.9731 -1.4528 2.5288
H -2.8271 -2.0661 2.1988
H -1.0865 -2.0949 2.6546
H -2.2167 -0.9705 3.4891
F 0.5207 0.7161 1.7612
*
```

---

5.
This record from OMol25 describes a molecular structure, C10H14BIN6Pd. The level of theory is ωB97M-V/def2-TZVPD.

Properties
Frontier orbital gap (spin up / spin down) (eV): 7.44 / 5.38
Energy above the lowest of the compared OMol25 structures with the same formula, charge and spin (kcal per mole): 0.0

ORCA input file:
```
! wB97M-V def2-TZVPD RIJCOSX def2/J DEFGRID3
* xyz 4 5
C 3.0381 -0.5209 1.1456
N 1.7307 -0.5520 0.8070
N 1.5853 0.0598 -0.4224
C 2.8247 0.3554 -0.8943
C 3.7616 0.0425 0.0793
B 0.3315 0.2323 -1.3447
N -0.6163 -0.9345 -1.0004
N -0.7094 -1.6133 0.2004
C -1.5647 -2.6461 0.0455
C -1.9611 -2.6829 -1.3117
C -1.3041 -1.6300 -1.9299
Pd 0.1497 -1.2203 2.1216
N -0.3400 1.6584 -1.3971
N -1.3205 2.0205 -0.4697
C -1.4675 3.3412 -0.5402
C -0.7603 3.8386 -1.6857
C -0.1053 2.7169 -2.2084
H -2.0339 3.8921 0.2124
H 0.5087 2.6045 -3.0810
H -0.7273 4.8505 -2.0066
H 0.6949 0.0919 -2.4782
H -1.2210 -1.3585 -2.9725
H 2.8886 0.7585 -1.9060
H -2.6280 -3.3770 -1.7678
H 4.8331 0.2470 0.0396
H -1.8653 -3.2477 0.8859
H 3.3699 -0.8390 2.1266
H -1.7517 -0.7326 2.3321
C -1.5292 -1.3914 3.2123
H -2.1885 -2.2486 3.1459
H -0.4823 -1.8318 3.4363
H -1.7035 -0.8579 4.1354
I 0.5630 0.9744 3.4905
*
```

---

6.
This record from OMol25 describes a molecular structure, C10H14BN7O3Os. The level of theory is ωB97M-V/def2-TZVPD.

Properties
Frontier orbital gap (spin up / spin down) (eV): 5.42 / 3.12
Energy above the lowest of the compared OMol25 structures with the same formula, charge and spin (kcal per mole): 0.0

ORCA input file:
```
! wB97M-V def2-TZVPD RIJCOSX def2/J DEFGRID3
* xyz 4 5
C 0.3600 -2.8906 -0.8782
N 0.6154 -1.6681 -1.4197
N 1.0322 -1.7974 -2.7284
C 1.0042 -3.1040 -3.0153
C 0.5992 -3.8122 -1.8775
B 1.4812 -0.4847 -3.4629
N 0.2586 0.4727 -3.3735
N -0.2384 0.7787 -2.1127
C -1.2146 1.7133 -2.2705
C -1.3750 1.9944 -3.6378
C -0.4377 1.1803 -4.3025
Os 0.6314 -0.0427 -0.4417
N 2.5945 0.0929 -2.5235
N 2.3526 0.3451 -1.1470
C 3.4808 0.9361 -0.6351
C 4.4283 1.0397 -1.6695
C 3.8316 0.5064 -2.7958
H 3.5218 1.2666 0.3905
H 4.2076 0.3983 -3.7782
H 5.3964 1.4537 -1.5712
H 1.8562 -0.6991 -4.5701
H -0.2320 1.0748 -5.3459
H 1.2664 -3.4396 -3.9929
H -2.0544 2.6901 -4.0741
H 0.4932 -4.8589 -1.7589
H -1.7201 2.1307 -1.4207
H 0.0362 -2.9448 0.1589
H 1.6747 3.2874 0.7850
C 0.7095 2.9415 1.1211
H -0.1939 3.1540 0.5628
H -2.3151 -1.4845 3.3554
H 0.6488 2.2061 1.9199
O -1.2912 -0.0941 4.2273
N -2.2729 -0.4741 3.5619
O -3.1686 0.2667 3.1447
O -0.1824 -0.1780 1.0538
*
```

---

The electronic energy results, record by record, are as follows: -151421.42040 -190846.66817 -40757.15948 -24704.80048 -31741.00177 -30256.31147 eV.